119
Properties=species:S:1:pos:R:3:forces:R:3 method="wB97M-V/def2-TZVPD" lumo_energy_ha=-0.0931 e_homo_ev=-9.542 homo_lumo_gap_ha=0.258 total_charge=+1 multiplicity=1
Sn 1.137487 -0.091435 -1.113584 -0.0140 -0.0124 0.1259
C -3.437030 -3.768109 1.096086 -0.0002 -0.0328 -0.0280
C -3.493144 -2.576871 1.990614 0.0312 0.1220 0.0542
C -4.478677 -2.315676 2.902589 0.0513 0.0360 0.0149
C -4.446944 -1.159187 3.730410 0.0162 -0.0120 -0.0153
N -3.478615 -0.275993 3.640249 -0.0521 -0.0020 0.0151
N -2.539666 -0.540463 2.753778 -0.0720 -0.0008 0.0001
B -1.253787 0.228900 2.254892 -0.0203 -0.0045 -0.1002
N -0.341660 0.614256 3.396122 0.0059 0.0310 0.0591
N -1.046324 1.561518 4.066777 0.0405 0.0383 0.0738
C -0.549710 2.095296 5.131883 -0.0219 -0.0560 -0.1079
C 0.727233 1.684014 5.615046 0.0204 -0.0338 -0.0020
C 1.440849 0.741528 4.957957 -0.0346 0.0295 0.0198
C 2.788489 0.304934 5.423551 0.0215 0.0172 0.0398
C 0.893222 0.160602 3.743195 0.0717 -0.0029 -0.0182
S 1.775969 -0.931538 2.839784 -0.0381 -0.0214 -0.0549
C -1.378679 3.150591 5.837720 -0.0407 -0.0028 0.0062
C -0.554358 4.436547 5.963828 -0.0084 0.0300 0.0254
C -2.658357 3.441072 5.053168 0.0004 0.0244 0.0214
C -1.746797 2.630038 7.233342 -0.0051 0.0209 -0.0039
N -1.723043 1.458657 1.410613 0.1337 0.0396 -0.0755
N -3.049708 1.580047 1.326859 -0.0787 0.0473 0.0087
C -3.566929 2.607103 0.716793 0.0511 -0.0279 0.0260
C -2.738029 3.608608 0.155746 0.0208 -0.0752 -0.0305
C -1.384471 3.478263 0.201993 -0.0277 0.0050 0.0035
C -0.457121 4.489352 -0.384628 0.0072 0.0283 0.0292
C -0.843962 2.316904 0.846260 -0.1540 -0.0927 0.0802
S 0.815650 2.003884 0.921815 0.2389 -0.0455 -0.1349
C -5.087462 2.676615 0.727175 -0.0092 0.0030 -0.0076
C -5.509933 3.163365 2.120218 -0.0236 -0.0156 0.0049
C -5.614161 3.639940 -0.336814 -0.0115 0.0110 0.0041
C -5.671616 1.283633 0.473937 -0.0283 0.0035 0.0037
C -2.482320 -1.596250 1.958386 -0.0181 -0.0581 -0.0197
S -0.972294 -1.379226 1.130879 -0.0811 -0.0048 0.0887
C -5.540902 -0.912511 4.754492 0.0016 -0.0185 0.0208
C -5.575683 -2.091938 5.736269 -0.0147 -0.0078 -0.0009
C -5.282759 0.376816 5.529826 -0.0203 0.0141 0.0125
C -6.887329 -0.804914 4.025956 -0.0188 0.0090 0.0094
H -4.228004 -4.475449 1.334394 -0.0080 -0.0092 -0.0122
H -2.472762 -4.269158 1.193313 0.0098 -0.0149 0.0019
H -3.538703 -3.467285 0.051583 0.0049 0.0055 -0.0088
H -5.303051 -3.009120 3.009094 -0.0077 -0.0154 -0.0035
H 1.129002 2.137861 6.511946 0.0106 -0.0113 0.0112
H 3.016464 0.740769 6.394844 0.0103 0.0066 0.0015
H 3.549582 0.608458 4.703244 0.0000 -0.0140 -0.0106
H 2.840384 -0.781748 5.481523 -0.0030 0.0024 0.0196
H -0.231373 4.791993 4.984201 0.0018 0.0043 -0.0217
H 0.331328 4.297106 6.584924 0.0137 -0.0083 -0.0053
H -1.160240 5.217211 6.426272 0.0009 0.0038 0.0092
H -2.433430 3.846014 4.065069 0.0183 0.0055 -0.0153
H -3.255647 4.173343 5.599223 -0.0006 0.0110 0.0048
H -3.249240 2.536951 4.910513 -0.0027 -0.0245 0.0041
H -0.861948 2.412251 7.832850 0.0200 -0.0078 0.0025
H -2.342823 1.718838 7.161292 -0.0106 -0.0183 -0.0009
H -2.332351 3.380272 7.766394 -0.0097 0.0088 0.0086
H -3.179752 4.472564 -0.322171 0.0056 0.0094 -0.0013
H -1.015362 5.275342 -0.891453 0.0083 0.0116 -0.0121
H 0.236616 4.018141 -1.082222 -0.0386 0.0459 0.0300
H 0.161266 4.934419 0.396569 -0.0091 -0.0038 0.0302
H -5.090939 4.147271 2.338773 0.0067 0.0205 -0.0014
H -5.157362 2.469470 2.884731 0.0087 -0.0177 0.0067
H -6.597126 3.235440 2.181880 -0.0173 -0.0004 0.0024
H -5.350707 4.676455 -0.122385 0.0108 0.0085 0.0020
H -6.702497 3.584829 -0.368446 -0.0076 0.0026 0.0048
H -5.239174 3.386692 -1.331465 0.0076 -0.0108 -0.0107
H -5.308316 0.566511 1.208418 0.0051 -0.0114 0.0206
H -5.402745 0.918873 -0.520263 0.0109 -0.0051 -0.0033
H -6.760295 1.325421 0.535215 -0.0095 0.0038 -0.0052
H -4.620420 -2.201773 6.251440 0.0129 0.0037 0.0044
H -5.807108 -3.034238 5.237523 0.0060 -0.0148 -0.0039
H -6.347583 -1.920874 6.487191 -0.0080 0.0062 0.0021
H -4.328468 0.345867 6.055128 0.0119 -0.0160 0.0010
H -6.077984 0.516070 6.263407 0.0016 -0.0020 -0.0007
H -5.268962 1.242908 4.869487 -0.0027 0.0231 -0.0179
H -7.152193 -1.730401 3.512176 0.0053 -0.0069 -0.0181
H -6.873640 0.003553 3.292717 0.0073 0.0195 -0.0058
H -7.676908 -0.593525 4.747888 -0.0060 -0.0058 0.0054
O 1.982674 1.048688 -2.601352 -0.0459 0.1379 -0.1401
C 1.657865 2.187757 -3.187366 -0.0875 -0.0225 0.0817
C 2.682882 2.957169 -3.762115 -0.0136 0.0394 -0.0005
C 2.415366 4.156994 -4.377859 0.0400 0.0043 0.0023
C 1.109945 4.647955 -4.449044 -0.0500 -0.0014 0.0135
C 0.089842 3.902386 -3.907264 0.0508 -0.0053 -0.0460
C 0.333668 2.668780 -3.283547 0.0697 -0.0634 -0.0919
C -0.790828 1.892323 -2.781458 0.0852 0.0737 0.0367
N -0.766668 0.887815 -1.911199 -0.0772 -0.0841 -0.0062
C -2.064672 0.449263 -1.745225 -0.0533 -0.0069 -0.0793
C -2.885505 1.194331 -2.521561 -0.0280 0.0099 0.0236
N -2.071993 2.098000 -3.167281 0.0466 -0.0200 0.0262
H 3.691221 2.573391 -3.691989 0.0140 -0.0099 0.0038
H 3.229052 4.730564 -4.802207 0.0052 0.0044 -0.0037
H 0.903669 5.600867 -4.914616 -0.0022 0.0091 -0.0076
H -0.918018 4.300317 -3.944361 -0.0166 0.0034 0.0137
H -2.300059 -0.365538 -1.084337 -0.0028 -0.0102 0.0066
H -3.948939 1.165687 -2.676171 -0.0063 -0.0079 -0.0030
H -2.363529 2.772939 -3.852196 0.0041 0.0030 -0.0223
Se 3.816730 -6.451920 -5.444457 -0.1072 0.1521 0.1212
N 3.590595 -6.249024 -3.686738 0.0529 -0.0697 -0.0360
C 2.837213 -5.197945 -3.512491 0.0481 -0.0915 -0.0162
C 2.409412 -4.717236 -2.206753 0.0138 0.0493 0.0661
C 2.758168 -5.369659 -1.023441 -0.0350 0.0264 -0.0344
C 2.302446 -4.866336 0.173470 -0.0083 0.0016 0.0212
C 1.497088 -3.729260 0.153502 0.0290 -0.0139 -0.0647
N 1.152246 -3.108834 -0.963995 -0.0503 0.0970 0.0571
C 1.609606 -3.571914 -2.129895 -0.0205 -0.0180 -0.0397
C 1.212374 -2.836679 -3.356383 -0.0612 -0.0221 0.0014
N 0.484503 -1.710770 -3.219753 0.1044 -0.1745 0.0274
C 0.041836 -1.115430 -4.318065 0.0726 0.0496 0.0148
C 0.320831 -1.558063 -5.604651 0.0072 -0.0157 -0.0538
C 1.117502 -2.669480 -5.756632 -0.0266 0.0246 0.0147
C 1.570902 -3.329709 -4.617349 -0.0426 0.0533 0.0800
C 2.409941 -4.519127 -4.705107 0.0279 -0.0300 -0.0816
N 2.820383 -5.024758 -5.835847 0.0309 -0.0512 -0.0656
H 3.376192 -6.255921 -1.071446 0.0130 -0.0025 -0.0095
H 2.553575 -5.335224 1.114245 0.0119 -0.0036 0.0058
H 1.124138 -3.293238 1.074069 0.0146 -0.0159 0.0238
H -0.562028 -0.229364 -4.172525 0.0168 0.0410 0.0155
H -0.068145 -1.021376 -6.457898 -0.0120 0.0008 -0.0065
H 1.391750 -3.048169 -6.731691 0.0111 -0.0075 -0.0106

119
Properties=species:S:1:pos:R:3:forces:R:3 method="wB97M-V/def2-TZVPD" lumo_energy_ha=0.1286 e_homo_ev=-1.838 homo_lumo_gap_ha=0.196 total_charge=-2 multiplicity=1
Bi 15.298585 13.671015 11.102770 -0.5722 0.2576 0.3942
Cl 5.002754 17.961719 17.180281 -1.9254 0.4987 1.0216
C 6.208290 17.300256 16.263515 2.3139 -1.7695 -1.8947
C 6.029601 16.333398 15.255732 1.6843 1.2100 -0.3482
Cl 4.469900 15.742988 14.912928 -0.7185 -0.3217 -0.1116
C 7.122391 15.990274 14.380895 0.2058 -0.2122 0.4368
Cl 6.956724 14.845077 13.068536 -0.4821 -0.0704 0.1011
C 8.477240 16.408390 14.548016 -1.7889 1.2340 2.1843
O 9.512694 16.077345 13.947606 0.5868 -0.1439 -0.5878
C 8.609993 17.377940 15.673236 -1.7298 -1.2214 -0.4177
O 9.855688 17.775277 15.878014 0.2687 0.8747 0.7591
C 7.544961 17.742524 16.470437 0.3083 0.1497 -0.7915
Cl 7.840545 18.950231 17.668518 0.2516 0.2780 0.4524
Te 18.576934 12.884642 12.508453 -0.0423 0.3635 0.1530
C 20.089327 11.937028 13.650098 1.3203 -0.7354 0.9608
C 20.672958 12.508736 14.811588 -2.0559 2.2934 -0.9273
C 21.613871 11.835228 15.537643 -0.2274 -0.0137 -0.0828
N 21.941637 10.603156 15.192398 1.8695 -0.4663 1.7257
C 21.464038 10.018425 14.132372 -0.8913 0.0312 -0.6706
C 20.527755 10.638178 13.321580 -0.1051 1.5483 -0.2430
C 17.107833 11.726563 13.438178 -0.3184 -1.0890 -1.5383
P 16.148038 10.691929 12.401783 1.5749 0.6192 1.1231
C 15.201459 9.663430 13.567467 0.3210 0.5430 -0.8572
C 13.843451 9.767923 13.504583 -2.2428 0.3866 -0.9241
C 13.008676 8.999222 14.303672 -0.6812 0.7148 0.1452
C 13.525897 8.161565 15.265696 0.2884 -1.7951 0.9147
C 14.914908 7.991075 15.328458 0.1223 3.4401 -1.3345
C 15.740812 8.866134 14.539576 0.2296 -2.2469 0.9459
C 17.401615 9.621874 11.567374 -0.7730 -1.1066 1.5833
C 18.017321 10.192551 10.507338 0.6987 0.5253 -2.3355
C 19.017516 9.521415 9.795496 0.5676 -0.8156 1.4288
C 19.422535 8.295788 10.346771 0.8850 -0.0362 -2.1850
C 18.821097 7.654452 11.399782 0.0221 0.1408 1.6571
C 17.851145 8.381735 12.078405 -0.8376 0.5930 0.8099
P 16.713861 12.305723 14.996004 -1.6358 1.9795 1.0001
C 17.351472 11.341548 16.344384 2.3400 -3.0870 -0.2352
C 16.980102 11.421682 17.679028 -2.5941 2.7908 -0.9085
C 17.276166 10.485703 18.591134 2.0513 -1.5603 2.0047
C 18.305669 9.546536 18.373869 -0.1774 -0.3023 -1.0408
C 18.907795 9.547749 17.106948 -0.3611 0.7004 -0.6637
C 18.403740 10.389446 16.078590 -0.9739 0.5436 0.9562
C 14.852474 12.211949 15.231921 1.5123 1.0579 -1.0506
C 14.195607 13.182545 14.452460 -1.9685 -0.6459 1.5612
C 12.824667 13.364493 14.690824 -0.0042 0.4711 0.0346
C 12.158236 12.719315 15.748009 1.1618 0.2358 -0.9931
C 12.858871 11.825801 16.534913 -0.5592 -0.6143 -0.6826
C 14.170821 11.492853 16.176536 -0.6031 0.0830 1.2567
H 20.274946 13.540390 15.106566 0.8379 -1.5036 -0.2691
H 22.098307 12.290644 16.409860 -0.1800 -0.3275 -0.2550
H 21.816335 9.016344 13.938198 0.0401 -0.2224 -0.1530
H 20.179841 10.261792 12.382931 -0.1498 -0.7452 -0.2749
H 13.353510 10.485254 12.801630 0.6987 -0.7139 0.7553
H 11.935182 9.181423 14.257930 0.2000 -0.1362 -0.0561
H 12.876800 7.568913 15.985099 0.7259 0.9155 -1.0773
H 15.420057 7.596298 16.148360 0.4615 -1.3873 1.2038
H 16.830892 8.812926 14.673211 -0.6737 0.1675 0.1856
H 17.730587 11.185853 10.223376 -0.2086 0.2900 -0.4254
H 19.624477 9.899375 8.961072 -0.6896 0.2218 0.4449
H 20.278112 7.832327 9.858271 -0.1268 -0.2114 0.0584
H 19.227591 6.711553 11.827560 -0.3782 0.7826 -0.4818
H 17.488047 8.141525 13.100946 0.2323 -0.5291 -1.2777
H 16.274904 12.263104 17.953259 0.6858 -1.1035 -0.2108
H 16.895051 10.538468 19.599397 -0.3652 0.1342 0.0779
H 18.587134 8.772240 19.106802 -0.1619 0.6938 -0.2443
H 19.773755 8.927151 16.873267 -0.2793 -0.0493 0.1324
H 18.758553 10.378628 15.046263 0.1004 -0.3960 0.4679
H 14.713684 13.842425 13.796022 0.4637 0.1642 -0.4002
H 12.229994 14.115457 14.158916 0.3986 -0.2486 -0.1073
H 11.124343 12.947616 15.850437 -0.6492 0.0577 0.4876
H 12.300473 11.296817 17.308771 0.4431 -0.0022 0.0022
H 14.664015 10.721190 16.743377 0.2341 -0.1044 0.0685
Br 17.183458 13.855226 9.300617 0.5095 0.0375 -0.9069
C 14.492780 9.150088 10.240716 -0.3234 -0.9455 1.4473
C 14.376531 10.660646 10.258813 -0.4430 1.2914 0.8601
C 12.902579 11.070501 10.484913 -0.9074 -2.6209 -2.1799
C 14.761680 11.029809 8.855837 0.8724 1.4855 -1.2123
N 15.181329 11.437002 11.292050 0.6474 -1.1430 -0.1091
H 13.692997 8.784676 9.584969 0.1528 -0.0114 0.0910
H 14.297655 8.708466 11.257837 0.3814 0.1986 -0.9965
H 15.452412 8.809232 9.826834 -0.2413 0.0819 0.3026
H 12.342547 10.297044 11.043551 0.2850 0.3140 -0.0143
H 12.486149 11.004744 9.442233 -0.1789 0.1583 0.8856
H 12.634653 12.020261 10.852414 0.3664 1.2726 0.5217
H 14.341650 10.356787 8.109830 -0.2009 -0.1573 0.0930
H 15.840019 11.027639 8.717895 0.2591 -0.3139 0.1274
H 14.500025 12.051802 8.545934 -0.2071 -0.1828 0.3825
C 8.991788 10.604177 10.075274 -0.8533 0.4532 -0.3579
S 7.564065 11.305021 9.100780 0.8852 0.7075 1.2057
C 7.094777 12.501336 10.372195 1.2635 -0.2705 -0.2729
O 6.475172 10.345530 8.980043 -1.1356 -1.4379 -0.1309
H 9.583635 11.491859 10.366655 0.2387 -0.7093 -0.5058
H 9.432507 9.905619 9.352301 0.4073 0.2846 0.5334
H 8.678111 10.102111 10.998667 -0.1967 0.0070 -0.3617
H 8.054516 12.932931 10.670802 -0.4180 0.5334 0.0170
H 6.656217 12.041944 11.234862 -0.2823 -0.5640 0.3550
H 6.413941 13.200359 9.940815 -0.3126 0.6316 -0.2395
C 11.354728 15.301605 7.968603 0.3337 -1.4740 -1.0062
N 11.208882 15.614604 6.560376 0.6525 1.0811 -1.5519
C 12.030962 14.790145 5.675559 -0.1732 -1.7781 1.8388
N 11.747845 13.316714 5.888297 -0.8180 -0.1266 0.1108
C 11.786696 13.004198 7.361389 0.1780 1.0111 -0.5091
N 10.956000 13.912650 8.178623 -0.6321 -2.0332 0.4304
C 9.523578 13.598744 7.965820 0.3067 0.8398 0.8610
P 8.954657 13.936516 6.234891 0.5954 0.1727 -0.5389
C 9.836442 15.596848 6.089531 -0.5837 0.4604 -0.1566
C 10.378339 13.003575 5.332266 0.0423 -0.0739 2.1077
H 10.777251 16.028253 8.512204 -0.4410 -0.0400 0.5722
H 12.404146 15.341135 8.306586 -0.2638 0.3086 -0.3587
H 10.288698 17.315278 15.155386 1.0087 -0.5592 -0.8296
H 13.094438 14.974231 5.907555 -0.3890 -0.1196 -0.2692
H 11.779143 14.909353 4.632819 0.1648 0.7707 -0.2757
H 12.794698 13.174448 7.721709 0.4382 -0.0409 -0.2122
H 11.578211 11.925461 7.526496 -0.3378 0.7633 -0.0705
H 8.996064 14.228637 8.734356 -0.0810 -0.5884 -0.8830
H 9.260191 12.530499 8.158900 0.8162 1.0115 -0.0184
H 9.260496 16.385982 6.592431 0.0049 -0.2673 0.1998
H 9.822431 15.916197 5.029642 0.0675 -0.2803 0.3138
H 10.284839 13.267864 4.307084 0.2693 0.4718 -1.0207
H 10.164801 11.919583 5.354549 0.2984 0.3332 0.2937